No. 1
Here is a cluster of 9 separate species, C32H86N6O9 in total from the OMol25 dataset. Energies are from ωB97M-V/def2-TZVPD.

Geometry (Å):
C (-2.00009, -3.46691, 0.82176)
O (-2.41288, -3.56478, -0.52358)
H (-1.52426, -4.42044, 1.07691)
H (-1.23767, -2.68667, 0.94424)
H (-2.86266, -3.17682, 1.41725)
H (-1.64653, -3.78637, -1.08364)
C (0.89738, -1.00310, 0.08244)
O (0.60110, 0.33929, 0.43173)
H (0.07073, -1.47575, -0.45140)
H (1.88857, -1.04321, -0.37276)
H (0.96103, -1.60901, 0.99358)
H (0.54361, 0.40579, 1.39252)
C (2.94199, 0.31626, 2.88513)
O (1.57597, -0.02826, 3.08953)
H (3.48424, -0.56057, 2.51792)
H (3.12257, 1.10222, 2.15001)
H (3.35238, 0.69265, 3.82487)
H (1.46947, -0.18031, 4.02949)
C (3.73922, -7.45120, 2.13316)
C (2.94640, -6.56005, 1.17291)
C (3.84203, -5.57861, 0.46568)
O (3.00000, -4.59903, -0.12250)
C (3.58279, -3.64716, -0.96374)
N (2.17965, -7.45374, 0.25169)
H (4.42092, -6.87405, 2.77049)
H (4.43527, -8.16135, 1.68340)
H (3.07003, -7.96711, 2.81880)
H (2.17790, -5.97161, 1.67802)
H (4.36300, -6.10116, -0.35512)
H (4.68930, -5.20579, 1.05124)
H (4.40137, -4.04755, -1.56896)
H (3.85906, -2.69112, -0.50218)
H (2.73308, -3.38493, -1.60382)
H (1.50242, -6.79599, -0.13200)
H (2.76154, -7.52258, -0.58899)
C (3.79653, 1.43110, -1.14290)
C (2.80277, 2.11561, -2.10038)
C (3.40001, 2.41991, -3.43467)
O (2.43296, 3.08738, -4.26419)
C (3.11281, 3.51834, -5.43407)
N (1.44050, 1.56266, -2.07776)
H (4.65958, 2.06421, -0.92610)
H (4.15840, 0.44042, -1.45762)
H (3.34177, 1.14922, -0.18902)
H (2.76415, 3.08984, -1.58832)
H (3.72371, 1.56963, -4.05725)
H (4.29295, 3.05567, -3.37213)
H (3.99707, 2.92380, -5.69391)
H (3.51728, 4.51094, -5.21243)
H (2.52443, 3.54941, -6.34920)
H (1.19884, 1.36725, -1.10138)
H (1.69028, 0.60248, -2.35718)
C (-1.10259, -0.41967, -6.11962)
C (-1.02842, 0.68187, -5.07140)
C (-1.46187, 0.16989, -3.72509)
O (-1.36429, 1.19817, -2.75257)
C (-2.15609, 0.97929, -1.61270)
N (0.29996, 1.32693, -5.02601)
H (-2.12606, -0.76950, -6.29605)
H (-0.49091, -1.30439, -5.90728)
H (-0.77481, -0.09211, -7.11034)
H (-1.69910, 1.44000, -5.48868)
H (-0.72071, -0.59808, -3.43452)
H (-2.41455, -0.36263, -3.65220)
H (-1.69244, 1.34280, -0.69873)
H (-2.32551, -0.08555, -1.41528)
H (-3.11806, 1.49855, -1.67925)
H (0.51719, 1.50428, -6.01312)
H (0.99563, 0.57359, -4.94673)
C (-0.17957, -6.34685, -2.32087)
C (-0.10764, -5.05231, -3.12090)
C (-1.34783, -4.89212, -4.00756)
O (-1.56755, -6.11976, -4.69329)
C (-2.81729, -6.11413, -5.36642)
N (-0.04979, -3.95268, -2.11056)
H (-0.99439, -6.25662, -1.58975)
H (0.64017, -6.44010, -1.61713)
H (-0.41504, -7.21397, -2.93076)
H (0.83084, -5.00514, -3.68062)
H (-1.24651, -4.09030, -4.74298)
H (-2.19973, -4.73144, -3.33876)
H (-2.75609, -6.57275, -6.34872)
H (-3.18070, -5.09075, -5.50673)
H (-3.60987, -6.56980, -4.76923)
H (0.93097, -3.86721, -1.85674)
H (-0.14176, -3.10809, -2.68661)
C (-3.95549, 5.21759, -2.67213)
C (-2.46058, 4.90150, -2.58181)
C (-2.11060, 4.32578, -1.20329)
O (-0.87791, 3.62264, -1.10679)
C (-0.48703, 3.53320, 0.24361)
N (-2.06020, 3.95636, -3.67734)
H (-4.08625, 5.79565, -3.58657)
H (-4.22201, 5.78117, -1.77093)
H (-4.63756, 4.36689, -2.68004)
H (-1.87527, 5.80734, -2.73370)
H (-2.84588, 3.69197, -0.69092)
H (-2.06205, 5.23538, -0.58204)
H (-0.29183, 4.54709, 0.61551)
H (0.46960, 3.01117, 0.18941)
H (-1.18839, 2.98271, 0.88255)
H (-2.84578, 3.30340, -3.71665)
H (-2.26568, 4.49286, -4.52629)
C (-3.09427, 3.72817, 8.06016)
C (-1.97524, 3.77798, 7.02318)
C (-0.75991, 3.13290, 7.76857)
C (0.34630, 2.62151, 6.84182)
C (-0.22503, 1.80926, 5.67887)
C (-1.30514, 2.54404, 4.88721)
N (-2.33274, 2.96180, 5.85771)
O (-3.44376, 3.55788, 5.22245)
C (-0.74967, 3.72162, 4.08023)
C (-1.94166, 1.57094, 3.88947)
C (-1.57794, 5.23555, 6.76047)
H (-2.74053, 4.03431, 9.04606)
H (-3.43345, 2.69872, 8.21480)
H (-4.00089, 4.29134, 7.83277)
H (-0.28818, 3.83872, 8.45406)
H (-1.14352, 2.30226, 8.36514)
H (0.92320, 1.90911, 7.43872)
H (1.03294, 3.38831, 6.48383)
H (-0.63734, 0.85526, 6.01314)
H (0.66543, 1.61714, 5.07301)
H (-1.52960, 4.19428, 3.48034)
H (-0.22032, 4.44928, 4.69031)
H (-0.05032, 3.37398, 3.31224)
H (-1.14899, 1.33267, 3.17072)
H (-2.29807, 0.62293, 4.28933)
H (-2.68226, 2.06230, 3.25738)
H (-2.10776, 5.62316, 5.88888)
H (-0.51275, 5.45736, 6.63481)
H (-1.75320, 5.88312, 7.62505)
H (-4.12097, 2.87313, 5.23832)

Summary:
HOMO level (eV): -8.258
Gap between HOMO and LUMO (eV): 8.616
DFT total energy (eV): -61938.7539

***

No. 2
Here is an isolated molecule of C16H6Br6N2 from the OMol25 dataset. Energies are from ωB97M-V/def2-TZVPD.

Geometry (Å):
Br (-4.22846, -2.49918, -0.01711)
Br (-1.11070, 3.18982, -0.92393)
Br (-2.48280, -0.40001, 2.36917)
Br (-1.69674, -2.12375, -5.69453)
Br (2.96587, -2.27075, 3.95346)
Br (0.55503, -2.38640, 1.50553)
C (-2.64870, -1.47166, -0.39733)
C (-0.00855, 2.27541, 0.28150)
C (-2.00394, -0.67429, 0.51259)
C (-0.07541, 0.91052, 0.52775)
C (-0.31395, -0.50293, -3.78657)
C (2.90869, 0.53937, 3.41796)
C (-2.16163, -1.84652, -2.90430)
C (2.52260, 1.72846, 2.82627)
C (-0.09130, 0.04586, -2.52845)
C (-1.32531, -1.46054, -3.95937)
C (2.31803, -0.68629, 3.05714)
C (1.33869, -0.69635, 2.06040)
C (0.92249, 0.54903, 1.49276)
C (-1.93686, -1.31396, -1.64437)
C (1.52779, 1.73759, 1.84943)
C (-0.91000, -0.39106, -1.45131)
N (0.94959, 2.79171, 1.17022)
N (-0.92785, 0.00156, -0.09667)
H (0.25799, -0.23454, -4.66544)
H (3.69019, 0.53502, 4.17419)
H (-2.99081, -2.52704, -3.11845)
H (2.99446, 2.66319, 3.10917)
H (0.70899, 0.73249, -2.32171)
H (1.25260, 3.78524, 1.20201)

Summary:
HOMO level (eV): -8.273
Gap between HOMO and LUMO (eV): 8.464
DFT total energy (eV): -439924.5589

***

No. 3
Here is a structure of composition C4H6O7Rb7S from the OMol25 dataset. Energies are from ωB97M-V/def2-TZVPD.

Geometry (Å):
Rb (3.51330, -0.54446, 0.56062)
Rb (7.19204, -2.11361, -4.72536)
Rb (2.61470, -6.55991, 0.05055)
Rb (1.51686, -6.13850, -6.39726)
Rb (-2.29977, 1.06152, -5.14334)
Rb (4.66325, 0.21125, -8.21544)
Rb (2.88096, 3.40108, -4.08760)
S (1.36127, -1.80019, -3.76234)
O (1.38310, -2.64709, -2.61352)
O (2.67401, -1.74527, -4.42800)
O (0.38138, -2.25845, -4.72605)
O (1.04850, -0.47824, -3.28237)
C (-2.44474, 1.59329, 2.00878)
C (-1.70866, 1.74848, 3.26477)
C (-2.52505, 2.17914, 4.44837)
O (-1.91340, 1.40100, 5.45742)
C (-1.43618, 0.30273, 4.97905)
O (-0.82191, -0.51404, 5.65370)
O (-1.31421, 0.50157, 3.67874)
H (-2.73847, 2.55204, 1.58146)
H (-3.34644, 0.98412, 2.07170)
H (-1.80284, 1.09536, 1.28206)
H (-0.84821, 2.41716, 3.28918)
H (-3.60793, 2.12035, 4.33876)
H (-2.42156, 3.23066, 4.71613)

Summary:
HOMO level (eV): -17.114
Gap between HOMO and LUMO (eV): 4.430
Total charge: +5
DFT total energy (eV): -33955.1678

***

No. 4
Here is a cluster of 2 separate species, C8H18Cl2N in total from the OMol25 dataset. Energies are from ωB97M-V/def2-TZVPD.

Geometry (Å):
C (1.75368, 2.17446, -1.10547)
C (2.00485, 0.06611, -2.53540)
C (3.01428, 0.30024, -0.24937)
C (-2.79100, -0.13817, 2.50272)
C (-1.62706, -2.17116, 1.56055)
C (1.76589, 0.62094, -1.03143)
C (-2.58823, -1.23608, 1.48946)
C (0.57896, 0.12399, -0.22059)
N (-3.20855, -1.03347, 0.19907)
Cl (-0.91647, 0.13319, -1.09670)
Cl (0.43407, 0.98548, 1.29219)
H (2.72736, 2.56052, -1.45691)
H (1.59720, 2.76227, -0.12280)
H (0.95565, 2.44953, -1.88503)
H (2.13314, -0.95991, -2.63543)
H (1.24185, 0.24802, -3.29154)
H (2.83108, 0.80867, -2.85817)
H (3.93551, 0.86927, -0.62151)
H (2.86057, 0.32057, 0.88741)
H (3.23607, -0.69160, -0.46303)
H (-3.07613, -0.39804, 3.60000)
H (-3.44556, 0.54826, 2.09842)
H (-1.75759, 0.43693, 2.54594)
H (-1.13435, -2.16370, 2.44857)
H (0.83327, -0.94439, 0.03990)
H (-1.43513, -2.96897, 0.83079)
H (-2.96246, 0.05337, 0.10749)
H (-4.20054, -1.16737, 0.42756)
H (-2.76036, -1.58896, -0.45671)

Summary:
HOMO level (eV): -13.919
Gap between HOMO and LUMO (eV): 10.634
Total charge: +1
DFT total energy (eV): -35113.9798